No. 1
DFT (ωB97M-V/def2-TZVPD) results for a cluster of 2 separate species, C3H8FN in total.

Gap between HOMO and LUMO (eV): 11.4
HOMO energy (eV): -10.3945
SMILES string: C/N=C\F.C
E_LUMO (eV): 0.966
E_tot (a.u.): -273.68037
Energy relative to the best compared isomer or geometry (same formula, charge and spin) (eV): 0.962

Last column: Mulliken charge in e.
Cartesian coordinates (Å):
1 C 2.00816 -1.27802 -0.46680  -0.723
2 N 1.77485 0.00838 -1.08425  -0.357
3 C 2.01244 1.08288 -0.51010  0.105
4 F 2.24034 1.28836 0.78301  -0.241
5 H 1.55012 -1.41518 0.48403  0.282
6 H 1.87958 -2.11929 -1.17370  0.261
7 H 3.08665 -1.28146 -0.28404  0.304
8 H 1.97096 2.04645 -1.02141  0.366
9 C -1.91320 0.62956 0.65249  -0.739
10 H -2.37549 1.62915 0.41877  0.240
11 H -2.22452 0.43444 1.72540  0.233
12 H -0.78749 0.58555 0.59002  0.022
13 H -2.15918 -0.11476 -0.06005  0.246

No. 2
DFT (ωB97M-V/def2-TZVPD) results for an isolated molecule of C3H8FN.

Gap between HOMO and LUMO (eV): 9.8
HOMO energy (eV): -8.6783
SMILES string: CNCCF
E_LUMO (eV): 1.139
E_tot (a.u.): -273.63542
Energy relative to the best compared isomer or geometry (same formula, charge and spin) (eV): 2.186

Last column: Mulliken charge in e.
Cartesian coordinates (Å):
1 C -2.34552 -0.09464 0.06981  -0.660
2 N -0.83205 -0.48673 0.02457  -0.322
3 C 0.00348 0.76885 -0.23745  -0.437
4 C 1.47103 0.55917 0.23768  -0.396
5 F 1.81721 -0.77601 -0.05838  -0.313
6 H -2.63094 -0.70056 1.02500  0.273
7 H -2.32135 0.92618 0.46207  0.275
8 H -3.03641 -0.32112 -0.88487  0.208
9 H -0.42353 -1.15706 -0.54224  0.214
10 H 0.28243 0.85286 -1.33808  0.195
11 H -0.58990 1.68988 0.14771  0.336
12 H 1.37611 0.44757 1.30230  0.285
13 H 2.03903 1.25314 -0.23870  0.342

No. 3
DFT (ωB97M-V/def2-TZVPD) results for a cluster of 2 separate species, C3H8FN in total.

Gap between HOMO and LUMO (eV): 11.7
HOMO energy (eV): -10.7174
SMILES string: C/N=C\F.C
E_LUMO (eV): 1.002
E_tot (a.u.): -273.67376
Energy relative to the best compared isomer or geometry (same formula, charge and spin) (eV): 1.142

Last column: Mulliken charge in e.
Cartesian coordinates (Å):
1 C -1.69851 -1.21829 0.34256  -0.897
2 N -0.94477 0.00078 0.60215  -0.334
3 C -1.43431 1.07313 0.22218  0.209
4 F -2.71335 1.16314 -0.25894  -0.252
5 H -1.52933 -1.99683 1.14496  0.277
6 H -2.74197 -1.14329 0.18748  0.352
7 H -1.34527 -1.77754 -0.45765  0.338
8 H -1.07998 2.12045 0.23968  0.307
9 C 2.66917 0.41173 -0.43287  -0.978
10 H 1.98872 -0.18797 0.18520  0.206
11 H 2.26604 0.66801 -1.32692  0.252
12 H 3.48283 -0.38309 -0.47737  0.264
13 H 3.08073 1.26977 0.02954  0.257

No. 4
DFT (ωB97M-V/def2-TZVPD) results for a cluster of 2 separate species, C3H8FN2 in total.

Gap between HOMO and LUMO (eV): 8.3
HOMO energy (eV): -13.2591
Charge: +1
E_LUMO (eV): -4.954
E_tot (a.u.): -328.13370
Energy relative to the best compared isomer or geometry (same formula, charge and spin) (eV): 3.363

Last column: Mulliken charge in e.
Cartesian coordinates (Å):
1 C 1.34674 0.21502 -0.41536  -0.010
2 C -2.03703 -0.94183 0.21177  -0.711
3 C -1.90838 0.40201 0.15924  0.541
4 N 2.58944 0.47872 0.17934  -0.498
5 N -1.98964 1.55803 -0.09912  -0.179
6 F 0.40052 0.27246 0.64418  -0.364
7 H -2.91223 -1.21834 -0.46580  0.338
8 H -1.13228 -1.32893 0.04270  0.325
9 H -2.24868 -1.17446 1.21388  0.315
10 H 1.30371 0.92900 -1.29759  0.295
11 H 3.00633 1.30779 -0.05752  0.191
12 H 1.42062 -0.90017 -0.63241  0.191
13 H 2.90290 0.21359 1.12440  0.210
14 H -1.55172 2.43212 0.17839  0.356

No. 5
DFT (ωB97M-V/def2-TZVPD) results for the ion C3H8FN3 with charge +2.

Gap between HOMO and LUMO (eV): 11.0
HOMO energy (eV): -21.0284
Charge: +2
SMILES string: C/[N+](=C\N)C(=[NH2+])F
E_LUMO (eV): -9.996
E_tot (a.u.): -382.55148
Energy relative to the best compared isomer or geometry (same formula, charge and spin) (eV): 0.000

Last column: Mulliken charge in e.
Cartesian coordinates (Å):
1 C -0.31363 -0.98294 -0.01012  -0.950
2 N 0.31003 0.32556 0.00181  0.003
3 C -0.39414 1.52280 -0.01897  0.089
4 N -1.66723 1.62568 0.01611  -0.141
5 C 1.62804 0.39962 0.03519  0.739
6 N 2.44801 -0.61520 0.15451  -0.312
7 F 2.18601 1.51016 -0.09910  -0.130
8 H 0.37585 -1.74936 0.36249  0.259
9 H -0.54486 -1.35603 -0.99271  0.432
10 H -1.21798 -0.93401 0.45905  0.393
11 H 0.26343 2.37430 0.00854  0.507
12 H -2.29018 2.46874 -0.04616  0.336
13 H -2.17645 0.75363 0.07503  0.185
14 H 2.25460 -1.56581 0.67393  0.286
15 H 3.41384 -0.49279 0.18556  0.303

No. 6
DFT (ωB97M-V/def2-TZVPD) results for a cluster of 2 separate species, C3H8FNO in total.

Gap between HOMO and LUMO (eV): 9.1
HOMO energy (eV): -8.6642
E_LUMO (eV): 0.450
E_tot (a.u.): -348.89975
Energy relative to the best compared isomer or geometry (same formula, charge and spin) (eV): 2.177

Last column: Mulliken charge in e.
Cartesian coordinates (Å):
1 C -0.53378 0.68585 1.46757  -0.939
2 C -0.80693 -0.18991 0.20394  -0.730
3 C 0.16575 -0.05993 -0.93067  0.738
4 N 1.46621 -0.02187 -0.57066  -0.311
5 O -0.14120 -0.00693 -2.16664  -0.413
6 F 0.60788 -2.29597 -1.44461  -0.801
7 H -1.36121 0.53612 2.22746  0.299
8 H -0.52167 1.82645 1.31755  0.273
9 H 0.50214 0.50197 1.98745  0.283
10 H -0.69226 -1.21105 0.43764  0.373
11 H -1.88918 -0.20888 -0.05297  0.369
12 H 2.18268 -0.32357 -1.26991  0.257
13 H 1.53758 -0.19609 0.39390  0.167
14 H 0.51346 -0.36171 -2.77269  0.438